Molecular formula: C73H140F24N4O17
Method: DFT, ωB97M-V with the def2-TZVPD basis set

Last column: Mulliken charge in e.
CARTESIAN COORDINATES (ANGSTROEM)
C1 -14.53 -17.21 6.36  -1.048
C2 -13.57 -16.05 6.80  -0.679
C3 -12.15 -16.65 7.11  -0.479
C4 -12.28 -17.80 8.20  -0.963
N1 -10.89 -18.20 8.92  0.069
C5 -11.06 -19.24 10.07  -0.542
C6 -11.22 -20.60 9.35  -0.620
C7 -10.45 -20.39 8.03  -0.702
C8 -10.06 -18.88 7.88  -0.609
C9 -10.12 -16.96 9.54  -0.910
C10 -11.06 -15.97 10.37  -0.264
C11 -10.25 -14.87 11.03  -1.396
H1 -14.01 -18.17 6.46  0.302
H2 -14.79 -16.98 5.33  0.321
H3 -15.45 -17.28 6.94  0.301
H4 -14.03 -15.73 7.73  0.241
H5 -13.38 -15.26 6.08  0.515
H6 -11.63 -15.79 7.53  0.267
H7 -11.66 -16.86 6.16  0.453
H8 -12.66 -18.71 7.74  0.612
H9 -12.85 -17.55 9.09  0.315
H10 -10.14 -19.24 10.65  0.432
H11 -11.95 -18.95 10.64  0.385
H12 -10.86 -21.42 9.96  0.437
H13 -12.28 -20.67 9.11  0.271
H14 -9.54 -20.98 8.01  0.403
H15 -11.08 -20.65 7.18  0.292
H16 -9.01 -18.83 8.15  0.440
H17 -10.29 -18.32 6.98  0.286
H18 -9.75 -16.44 8.66  0.476
H19 -9.26 -17.23 10.16  0.674
H20 -11.64 -16.61 11.02  0.429
H21 -11.92 -15.59 9.82  0.209
H22 -10.90 -14.58 11.86  0.329
H23 -10.08 -14.13 10.25  0.379
H24 -9.19 -15.04 11.22  0.376
C12 -1.19 -16.81 10.99  -1.192
C13 -2.24 -16.76 9.88  -0.567
C14 -1.61 -17.37 8.57  -0.522
C15 -0.90 -16.34 7.70  -0.958
N2 0.01 -16.94 6.50  0.261
C16 1.18 -17.78 6.99  -0.739
C17 2.25 -17.55 5.84  -0.692
C18 1.97 -16.29 5.02  -0.672
C19 0.78 -15.81 5.81  -0.909
C20 -0.87 -17.67 5.46  -1.083
C21 -1.98 -16.90 4.87  0.046
C22 -2.64 -17.71 3.79  -1.583
H25 -0.29 -16.32 10.63  0.304
H26 -1.00 -17.87 11.18  0.310
H27 -1.63 -16.34 11.88  0.390
H28 -2.45 -15.70 9.71  0.322
H29 -3.18 -17.12 10.29  0.365
H30 -2.39 -17.85 7.98  0.311
H31 -0.90 -18.14 8.89  0.363
H32 -0.13 -15.75 8.20  0.474
H33 -1.56 -15.61 7.24  0.519
H34 0.97 -18.83 7.21  0.413
H35 1.54 -17.23 7.86  0.423
H36 2.41 -18.48 5.29  0.352
H37 3.23 -17.45 6.29  0.478
H38 1.64 -16.32 3.98  0.278
H39 2.88 -15.68 4.98  0.355
H40 0.12 -15.05 5.40  0.630
H41 1.24 -15.12 6.52  0.519
H42 -1.09 -18.62 5.94  0.596
H43 -0.21 -17.93 4.63  0.529
H44 -1.68 -16.06 4.26  0.210
H45 -2.73 -16.46 5.52  0.347
H46 -3.39 -17.14 3.25  0.383
H47 -3.08 -18.64 4.14  0.380
H48 -1.91 -18.02 3.04  0.356
C23 2.15 -28.35 -0.17  -1.228
C24 3.18 -27.55 -1.04  -0.584
C25 2.68 -26.22 -1.64  -0.595
C26 1.79 -25.20 -0.85  -0.844
N3 1.84 -23.73 -1.53  0.345
C27 1.30 -23.84 -2.99  -0.641
C28 0.33 -22.64 -3.18  -0.669
C29 -0.45 -22.62 -1.85  -0.637
C30 0.75 -22.84 -0.86  -0.797
C31 3.27 -22.91 -1.55  -0.825
C32 3.91 -22.84 -0.10  -0.073
C33 5.15 -21.97 -0.05  -1.495
H49 1.73 -27.81 0.69  0.345
H50 2.67 -29.17 0.31  0.383
H51 1.32 -28.78 -0.73  0.326
H52 3.60 -28.10 -1.88  0.385
H53 4.10 -27.22 -0.55  0.325
H54 2.11 -26.53 -2.52  0.385
H55 3.56 -25.73 -2.07  0.278
H56 2.13 -25.01 0.16  0.587
H57 0.83 -25.69 -1.00  0.373
H58 2.13 -24.01 -3.68  0.306
H59 0.66 -24.73 -3.01  0.406
H60 0.88 -21.70 -3.13  0.276
H61 -0.27 -22.64 -4.09  0.446
H62 -1.15 -21.84 -1.55  0.391
H63 -1.02 -23.55 -1.89  0.295
H64 1.15 -21.85 -0.63  0.476
H65 0.46 -23.18 0.14  0.422
H66 3.08 -21.95 -2.03  0.496
H67 3.95 -23.46 -2.20  0.451
H68 4.11 -23.86 0.23  0.227
H69 3.22 -22.38 0.61  0.302
H70 6.07 -22.06 -0.63  0.364
H71 5.53 -21.98 0.97  0.404
H72 4.84 -20.93 -0.17  0.389
C34 -7.76 -12.94 0.14  -1.103
C35 -7.72 -12.31 -1.27  -0.394
N4 -6.23 -12.23 -1.86  0.075
C36 -5.97 -13.68 -2.39  -0.932
C37 -6.24 -11.19 -2.98  -0.693
C38 -5.01 -10.85 -3.82  -1.181
C39 -5.09 -11.89 -0.84  -0.966
C40 -5.33 -10.59 -0.03  -0.747
O1 -4.97 -9.48 -0.82  -0.275
C41 -5.30 -8.12 -0.37  -0.825
H73 -7.58 -14.01 0.16  0.320
H74 -8.64 -12.81 0.78  0.365
H75 -6.99 -12.49 0.77  0.263
H76 -8.16 -11.32 -1.11  0.385
H77 -8.31 -12.85 -2.01  0.497
H78 -6.47 -13.78 -3.35  0.400
H79 -6.46 -14.45 -1.80  0.370
H80 -4.91 -13.82 -2.57  0.387
H81 -6.50 -10.29 -2.42  0.376
H82 -7.06 -11.29 -3.69  0.644
H83 -4.62 -11.76 -4.29  0.336
H84 -4.16 -10.32 -3.39  0.290
H85 -5.55 -10.21 -4.51  0.383
H86 -4.15 -11.87 -1.39  0.562
H87 -5.10 -12.79 -0.22  0.655
H88 -4.61 -10.67 0.80  0.460
H89 -6.33 -10.49 0.38  0.389
H90 -4.75 -7.88 0.54  0.351
H91 -6.30 -8.04 0.07  0.330
H92 -5.16 -7.34 -1.12  0.276
C42 3.17 -14.85 -3.12  -0.180
O2 3.84 -14.22 -1.97  -0.254
O3 3.85 -15.98 -3.41  -0.873
C43 1.55 -14.85 -3.16  0.810
F1 0.96 -13.60 -3.26  -0.306
F2 1.17 -15.42 -4.30  -0.271
F3 0.90 -15.47 -2.19  -0.293
C44 3.79 -12.83 -1.81  -0.255
C45 5.05 -12.35 -1.02  -1.129
H93 4.78 -11.36 -0.63  0.369
H94 5.27 -12.86 -0.08  0.298
H95 5.93 -12.22 -1.66  0.278
H96 2.90 -12.65 -1.20  0.230
H97 3.57 -12.22 -2.69  0.358
H98 3.44 -14.28 -4.01  0.218
C46 -9.13 -19.46 17.67  -0.216
O4 -8.47 -18.20 17.48  -0.204
O5 -9.39 -19.46 19.08  -0.942
C47 -10.36 -19.61 16.73  0.795
F4 -9.87 -20.07 15.61  -0.273
F5 -11.26 -20.47 17.20  -0.266
F6 -11.04 -18.47 16.42  -0.304
C48 -7.47 -18.16 16.44  -0.145
C49 -6.99 -16.65 16.41  -1.165
H99 -6.44 -16.31 15.54  0.377
H100 -7.89 -16.04 16.39  0.286
H101 -6.46 -16.49 17.35  0.262
H102 -7.94 -18.42 15.49  0.221
H103 -6.69 -18.90 16.61  0.314
H104 -8.44 -20.29 17.55  0.259
C50 12.06 -13.41 5.31  0.002
O6 11.22 -14.15 4.38  -0.280
O7 13.39 -13.56 4.88  -0.910
C51 11.46 -12.04 5.88  0.795
F7 11.97 -11.61 7.01  -0.281
F8 11.62 -11.02 5.02  -0.301
F9 10.17 -12.07 6.20  -0.271
C52 11.44 -15.65 4.28  -0.153
C53 10.17 -16.22 3.76  -1.193
H105 9.76 -15.84 2.82  0.293
H106 10.32 -17.30 3.72  0.379
H107 9.33 -16.20 4.46  0.315
H108 11.63 -16.14 5.23  0.283
H109 12.22 -15.93 3.57  0.207
H110 11.95 -14.08 6.17  0.116
C54 -4.14 -25.19 10.72  -0.176
O8 -3.46 -26.14 11.61  -0.258
O9 -5.33 -25.89 10.42  -0.928
C55 -4.17 -23.68 11.27  0.828
F10 -5.11 -23.75 12.19  -0.282
F11 -3.15 -23.38 11.95  -0.297
F12 -4.38 -22.72 10.38  -0.288
C56 -2.01 -26.27 11.48  -0.160
C57 -1.62 -27.52 12.29  -1.178
H111 -1.74 -28.42 11.69  0.270
H112 -0.54 -27.53 12.46  0.391
H113 -2.01 -27.50 13.30  0.311
H114 -1.41 -25.40 11.76  0.249
H115 -1.82 -26.55 10.44  0.275
H116 -3.53 -25.12 9.82  0.243
C58 5.57 -14.39 10.96  -0.013
O10 5.41 -15.82 11.38  -0.283
O11 4.24 -13.78 10.76  -0.910
C59 6.65 -13.47 11.69  0.745
F13 6.65 -13.47 13.03  -0.288
F14 7.87 -13.98 11.43  -0.273
F15 6.48 -12.16 11.33  -0.245
C60 5.12 -16.09 12.70  -0.175
C61 4.45 -17.52 12.77  -1.224
H117 3.52 -17.64 12.22  0.261
H118 5.23 -18.25 12.59  0.289
H119 4.01 -17.85 13.71  0.418
H120 4.31 -15.52 13.15  0.253
H121 5.93 -15.93 13.42  0.282
H122 5.91 -14.55 9.94  0.167
C62 3.81 -24.21 6.14  -0.144
O12 5.03 -23.45 6.38  -0.200
O13 3.07 -23.46 5.22  -0.882
C63 4.02 -25.73 5.92  0.786
F16 2.87 -26.45 6.08  -0.281
F17 4.55 -26.08 4.70  -0.279
F18 4.79 -26.37 6.92  -0.304
C64 5.66 -23.60 7.66  -0.085
C65 7.07 -22.96 7.58  -1.233
H123 7.67 -23.59 6.93  0.279
H124 6.90 -21.96 7.16  0.298
H125 7.58 -22.97 8.54  0.380
H126 5.84 -24.62 8.00  0.227
H127 5.08 -23.13 8.46  0.300
H128 3.16 -24.22 7.01  0.142
C66 -5.55 -10.96 8.13  0.163
O14 -5.78 -10.51 9.53  -0.308
O15 -6.73 -11.23 7.46  -0.887
C67 -4.22 -10.18 7.53  0.707
F19 -3.45 -10.79 6.53  -0.309
F20 -4.39 -8.97 7.09  -0.290
F21 -3.25 -9.91 8.41  -0.277
C68 -6.36 -9.28 9.82  -0.130
C69 -6.22 -8.90 11.29  -1.179
H129 -6.73 -8.00 11.62  0.361
H130 -6.62 -9.74 11.86  0.268
H131 -5.15 -8.87 11.49  0.292
H132 -7.42 -9.34 9.56  0.283
H133 -6.00 -8.43 9.24  0.242
H134 -5.11 -11.94 8.35  0.064
C70 -10.16 -21.71 -1.28  -0.217
O16 -11.19 -20.69 -1.11  -0.287
O17 -10.54 -22.55 -2.31  -0.897
C71 -8.78 -21.00 -1.30  0.828
F22 -8.31 -20.78 -0.06  -0.295
F23 -7.76 -21.78 -1.70  -0.285
F24 -8.77 -19.90 -2.08  -0.278
C72 -11.80 -20.61 0.22  -0.090
C73 -12.54 -19.35 0.35  -1.176
H135 -13.26 -19.47 1.16  0.337
H136 -11.78 -18.69 0.76  0.268
H137 -12.98 -18.96 -0.57  0.291
H138 -11.14 -20.83 1.07  0.339
H139 -12.65 -21.28 0.26  0.214
H140 -10.15 -22.43 -0.46  0.249

## Properties
Multiplicity: 1
Net charge: -4

Molecular formula: C3H16N6O5
Method: DFT, ωB97M-V with the def2-TZVPD basis set

Last column: natural (NBO) charge in e.
CARTESIAN COORDINATES (ANGSTROEM)
N1 1.56 0.85 2.27  -0.845
C1 2.68 0.70 1.50  0.794
N2 3.85 0.75 2.22  -0.850
O1 2.67 0.63 0.29  -0.700
H1 0.63 0.81 1.87  0.431
H2 1.67 1.11 3.23  0.377
H3 3.91 0.82 3.22  0.384
H4 4.71 0.54 1.75  0.406
N3 -0.49 -0.42 -3.14  -0.853
C2 -1.58 0.38 -2.87  0.770
N4 -2.18 0.22 -1.66  -0.860
O2 -1.96 1.23 -3.66  -0.672
H5 -0.18 -0.49 -4.09  0.401
H6 -0.37 -1.26 -2.60  0.401
H7 -2.98 0.81 -1.53  0.400
H8 -1.86 -0.38 -0.92  0.398
N5 -2.68 -1.55 1.98  -0.833
C3 -2.11 -0.41 1.54  0.783
N6 -2.92 0.70 1.56  -0.845
O3 -0.98 -0.35 1.05  -0.714
H9 -3.68 -1.64 2.01  0.397
H10 -2.13 -2.39 2.00  0.417
H11 -3.72 0.78 2.16  0.399
H12 -2.54 1.52 1.13  0.416
O4 0.90 -1.77 -0.60  -0.972
H13 0.09 -1.36 -0.28  0.473
H14 1.49 -1.04 -0.83  0.495
O5 2.94 0.14 -2.72  -0.961
H15 3.08 0.47 -1.82  0.491
H16 2.18 0.62 -3.04  0.470

## Properties
SMILES string: NC(N)=O.NC(N)=O.NC(N)=O.O.O
Multiplicity: 1

Molecular formula: CH3IO
Method: DFT, ωB97M-V with the def2-TZVPD basis set

Last column: natural (NBO) charge in e.
CARTESIAN COORDINATES (ANGSTROEM)
C1 -0.31 -0.28 0.33  -0.260
O1 0.45 -0.32 -0.90  -0.707
I1 1.66 1.21 -1.21  0.407
H1 -1.20 -1.02 0.13  0.214
H2 -0.92 0.75 0.50  0.163
H3 0.32 -0.34 1.16  0.184

## Properties
SMILES string: COI
Multiplicity: 1

no.,strongest force on any atom (eV Å⁻¹),LUMO energy (eV)
1,6.47,2.28
2,1.04,0.15
3,4.72,-0.62